2 unconnected molecules or ions with the total composition C14H16O, computed with ωB97M-V/def2-TZVPD.

max |F| = 2.28 eV Å⁻¹
net charge = 0
structure (SMILES) = Cc1ccc(O)cc1.Cc1ccccc1
relative energy (zero: lowest compared OMol25 entry of this formula, charge and spin) = 99.3 kJ/mol
orbital gap = 9.3 eV

Geometry as XYZ:
```
31
Properties=species:S:1:pos:R:3:forces:R:3:nbo_charge:R:1
C 2.6286 -1.3929 3.5034 -0.4 -1.2 1.2 -0.63
C -0.0836 -0.6719 0.9002 0.4 -0.6 1.6 -0.22
C -1.2376 -0.9674 1.5829 -0.4 0.4 0.8 -0.22
C 1.1232 -0.9902 1.5695 0.6 -0.4 -1.2 -0.20
C 1.2664 -1.3533 2.9043 -1.7 1.0 -1.2 -0.03
C -1.1744 -1.4755 2.9105 -0.3 1.6 -1.3 -0.22
C 0.0306 -1.5494 3.5513 0.6 -0.9 1.2 -0.21
H -0.1197 -0.0840 -0.0008 0.2 -0.5 -0.4 0.23
H -2.1737 -0.6299 1.1576 -0.2 -0.3 0.1 0.21
H 2.0100 -1.1257 0.9547 0.2 0.9 0.0 0.20
H -2.0684 -1.4627 3.5176 -0.2 -0.6 -0.1 0.21
H 2.8368 -2.4584 3.6604 0.6 0.1 -0.2 0.22
H 2.6330 -0.9939 4.5193 -0.1 0.3 -0.1 0.22
H -0.0638 -1.8584 4.5937 0.6 0.2 0.0 0.20
H 3.4069 -0.8954 2.9383 -0.1 -0.1 -0.3 0.22
C -1.9537 3.1414 -2.2011 0.3 -0.5 0.7 -0.63
C 0.5598 -0.2871 -2.6021 -0.4 -0.6 0.7 0.29
C -0.7150 -0.3537 -3.1317 -0.9 1.0 0.3 -0.29
C 1.0312 0.8616 -1.9584 -0.5 0.3 0.3 -0.26
C -1.5881 0.7386 -2.9339 1.3 -0.7 -0.5 -0.19
C 0.1860 1.9484 -1.7748 -0.4 -1.1 -1.3 -0.20
C -1.1225 1.8620 -2.2887 -0.3 1.7 -0.2 -0.05
O 1.3531 -1.3938 -2.5027 0.6 -0.5 -0.2 -0.69
H -1.1391 -1.1958 -3.6633 0.5 -0.3 0.1 0.22
H 0.8506 -2.2214 -2.5258 0.0 0.5 -0.2 0.49
H 1.9986 0.8307 -1.4870 0.3 0.0 -0.1 0.23
H -2.5548 0.6910 -3.4154 -0.2 0.2 0.2 0.21
H 0.5100 2.8844 -1.3476 0.2 -0.1 0.3 0.22
H -1.8967 3.4259 -1.1457 -0.4 0.3 -0.1 0.21
H -2.9874 3.0066 -2.5060 -0.1 -0.1 0.1 0.21
H -1.5461 3.9704 -2.7785 0.2 -0.1 -0.1 0.22
```
Positions in Å, forces in eV/Å.